{"formula": "C90H194N14O14", "method": "the ωB97M-V functional and the def2-TZVPD basis", "spin_multiplicity": 1, "e_above_lowest_kcal_mol": 0.0, "fmax_ev_per_a": 3.43, "total_charge": 0, "homo_ev": -7.75, "energy_ev": -145989.1870, "homo_lumo_gap_ev": 8.05, "symbols": ["C", "O", "N", "C", "C", "H", "H", "H", "H", "H", "H", "H", "C", "O", "N", "C", "C", "H", "H", "H", "H", "H", "H", "H", "C", "O", "N", "C", "C", "H", "H", "H", "H", "H", "H", "H", "C", "O", "N", "C", "C", "H", "H", "H", "H", "H", "H", "H", "C", "O", "N", "C", "C", "H", "H", "H", "H", "H", "H", "H", "C", "O", "N", "C", "C", "H", "H", "H", "H", "H", "H", "H", "C", "C", "C", "C", "C", "C", "N", "O", "C", "C", "C", "H", "H", "H", "H", "H", "H", "H", "H", "H", "H", "H", "H", "H", "H", "H", "H", "H", "H", "H", "C", "C", "C", "C", "C", "C", "N", "O", "C", "C", "C", "H", "H", "H", "H", "H", "H", "H", "H", "H", "H", "H", "H", "H", "H", "H", "H", "H", "H", "H", "C", "C", "C", "C", "C", "C", "N", "O", "C", "C", "C", "H", "H", "H", "H", "H", "H", "H", "H", "H", "H", "H", "H", "H", "H", "H", "H", "H", "H", "H", "C", "C", "C", "C", "C", "C", "N", "O", "C", "C", "C", "H", "H", "H", "H", "H", "H", "H", "H", "H", "H", "H", "H", "H", "H", "H", "H", "H", "H", "H", "C", "C", "C", "C", "C", "C", "N", "O", "C", "C", "C", "H", "H", "H", "H", "H", "H", "H", "H", "H", "H", "H", "H", "H", "H", "H", "H", "H", "H", "H", "C", "C", "C", "C", "C", "C", "N", "O", "C", "C", "C", "H", "H", "H", "H", "H", "H", "H", "H", "H", "H", "H", "H", "H", "H", "H", "H", "H", "H", "H", "C", "C", "C", "C", "C", "C", "N", "O", "C", "C", "C", "H", "H", "H", "H", "H", "H", "H", "H", "H", "H", "H", "H", "H", "H", "H", "H", "H", "H", "H", "C", "C", "C", "C", "C", "C", "N", "O", "C", "C", "C", "H", "H", "H", "H", "H", "H", "H", "H", "H", "H", "H", "H", "H", "H", "H", "H", "H", "H", "H"], "xyz": [[-3.45114, -5.24110, -5.62971], [-4.11073, -5.22064, -4.55251], [-2.54203, -4.25576, -6.02518], [-2.22117, -4.09123, -7.37766], [-2.16845, -3.14843, -5.13185], [-3.60177, -6.04690, -6.36468], [-2.74794, -3.38482, -8.01920], [-2.15764, -5.05971, -7.87376], [-1.17845, -3.77381, -7.38707], [-1.10988, -3.10935, -4.87491], [-2.39784, -2.15371, -5.51396], [-2.77025, -3.16247, -4.22315], [-5.99534, -1.92393, -3.74020], [-6.03721, -0.79875, -4.20239], [-6.97752, -2.40543, -2.93573], [-6.89242, -3.74091, -2.29084], [-8.15181, -1.65764, -2.45626], [-5.27208, -2.73165, -3.93174], [-7.91196, -4.10414, -2.16159], [-6.42710, -3.73589, -1.30517], [-6.27817, -4.40498, -2.89897], [-9.06798, -2.13982, -2.79722], [-8.09749, -1.40491, -1.39736], [-8.10532, -0.65259, -2.87555], [-4.69892, 0.06183, 4.46199], [-3.74856, -0.15840, 3.67763], [-4.67470, 0.02628, 5.80757], [-5.97630, -0.01207, 6.57023], [-3.43641, -0.12720, 6.61198], [-5.72867, 0.26997, 4.13264], [-6.15353, 1.00261, 6.92677], [-5.89359, -0.62102, 7.47047], [-6.84712, -0.26258, 5.96440], [-2.54054, -0.37226, 6.04148], [-3.35649, 0.62571, 7.39611], [-3.53686, -1.05045, 7.18262], [0.32846, 5.37095, 4.40163], [0.59858, 6.58244, 4.28556], [-0.25909, 4.65709, 3.42902], [-0.69384, 3.32980, 3.64785], [-0.67887, 5.11353, 2.10471], [0.57198, 4.68103, 5.22436], [-0.43165, 2.57951, 2.90192], [-1.77655, 3.20772, 3.67802], [-0.29011, 2.79611, 4.50825], [0.11070, 4.73880, 1.45337], [-1.59077, 4.71620, 1.65898], [-0.65205, 6.20241, 2.14612], [1.46806, -1.35721, -6.01931], [2.01393, -2.44836, -6.04339], [2.00492, -0.29638, -5.49149], [1.19948, 0.90974, -5.34304], [3.38661, -0.33519, -5.04145], [0.41414, -1.22141, -6.30743], [1.57562, 1.53805, -4.53568], [0.18747, 0.75895, -4.96725], [1.24275, 1.48053, -6.27064], [4.03471, 0.40345, -5.51312], [3.37359, -0.30624, -3.95191], [3.98779, -1.20935, -5.29149], [-2.24624, 0.82685, -6.46629], [-1.27243, 0.53077, -7.16700], [-2.85738, 2.02547, -6.46510], [-4.04258, 2.32553, -5.65639], [-2.39013, 3.13057, -7.30633], [-2.68349, 0.04490, -5.82631], [-4.89599, 2.67888, -6.23511], [-3.83690, 3.06000, -4.87772], [-4.29562, 1.43980, -5.07368], [-3.23349, 3.35423, -7.95964], [-2.14739, 4.05907, -6.78956], [-1.52449, 2.97179, -7.94943], [-6.63160, 0.32643, 0.35346], [-7.19989, 1.79301, 0.12496], [-7.81418, 2.04274, 1.50847], [-8.07813, 3.49050, 1.84441], [-6.81012, 4.31232, 1.52321], [-6.22788, 4.12107, 0.05638], [-5.99562, 2.63209, -0.06544], [-5.30371, 2.27422, -1.25964], [-7.22177, 4.74482, -0.93912], [-4.89355, 4.84518, -0.10113], [-8.35682, 1.78201, -0.97535], [-5.87499, 0.33732, 1.13801], [-6.24164, -0.08551, -0.57732], [-7.41000, -0.39238, 0.60941], [-8.61717, 1.34410, 1.74345], [-7.06930, 1.80930, 2.26923], [-8.25124, 3.59372, 2.91561], [-8.98410, 3.94756, 1.44639], [-5.98491, 4.15329, 2.21736], [-7.04670, 5.36891, 1.64874], [-7.20352, 5.83210, -0.86445], [-6.87463, 4.43722, -1.92551], [-8.24342, 4.39263, -0.79669], [-4.83055, 5.93285, -0.13471], [-4.24048, 4.32927, 0.60274], [-4.39919, 4.53601, -1.02206], [-8.76646, 0.77269, -1.01500], [-7.89958, 1.98625, -1.94349], [-9.17987, 2.47537, -0.80236], [-4.47956, 1.86492, -0.98604], [0.32842, -1.58848, 4.96433], [-0.34924, -3.04329, 5.20238], [-0.30937, -3.25528, 6.79809], [-1.05413, -4.51622, 7.22839], [-2.52878, -4.42726, 6.78415], [-2.75810, -4.09491, 5.30269], [-1.86028, -2.98891, 4.82899], [-2.02871, -2.52971, 3.53545], [-2.65706, -5.39253, 4.41901], [-4.20669, -3.70297, 5.30324], [0.48866, -4.14116, 4.48046], [0.36050, -1.45604, 3.88289], [1.35597, -1.58776, 5.32800], [-0.32072, -0.83805, 5.41552], [0.74458, -3.37836, 7.04732], [-0.68851, -2.43551, 7.40829], [-1.01738, -4.52178, 8.31775], [-0.53837, -5.39640, 6.84448], [-2.89213, -3.63241, 7.43553], [-3.00809, -5.33177, 7.15861], [-3.27272, -6.22723, 4.75421], [-2.81186, -5.22631, 3.35294], [-1.64685, -5.77046, 4.26172], [-4.82360, -4.58644, 5.46752], [-4.47017, -2.90632, 5.99896], [-4.42914, -3.44246, 4.26847], [0.30867, -5.12232, 4.91980], [1.56438, -3.96646, 4.50080], [0.15847, -4.17729, 3.44231], [-2.43753, -1.66318, 3.59548], [-1.90918, -4.59016, -1.87827], [-2.38294, -5.03518, -0.46021], [-3.25723, -6.36866, -0.62260], [-2.47339, -7.68025, -0.75169], [-1.52947, -7.72925, 0.46354], [-0.55870, -6.56032, 0.58824], [-1.34315, -5.36700, 0.60988], [-0.53268, -4.26680, 0.94758], [0.21344, -6.87847, 1.88299], [0.40337, -6.72377, -0.58466], [-3.34995, -4.01179, 0.09336], [-1.48506, -5.44708, -2.40165], [-1.07077, -3.91737, -1.69794], [-2.73684, -4.13421, -2.42158], [-3.88287, -6.44241, 0.26692], [-3.99374, -6.25454, -1.41797], [-1.98135, -7.78973, -1.71813], [-3.16717, -8.51040, -0.88442], [-1.03016, -8.69813, 0.45563], [-2.14607, -7.77681, 1.36111], [1.02933, -6.15571, 1.87624], [-0.44424, -6.79860, 2.74856], [0.62775, -7.88415, 1.81190], [1.14508, -5.92504, -0.58030], [1.12080, -7.54330, -0.54263], [-0.10908, -6.71267, -1.54663], [-3.69337, -4.37575, 1.06171], [-4.25043, -3.82147, -0.49060], [-2.82316, -3.08407, 0.31680], [-1.04918, -3.76250, 1.58045], [7.34732, 2.93164, 3.21319], [6.09811, 2.72823, 4.19832], [5.23789, 4.06263, 4.24793], [3.96747, 3.84343, 5.07388], [3.17256, 2.60607, 4.48778], [3.93192, 1.28102, 4.19541], [5.23948, 1.70649, 3.56847], [5.99110, 0.62310, 3.01146], [4.07210, 0.48727, 5.50418], [3.04926, 0.34970, 3.21400], [6.60457, 2.34000, 5.62293], [8.05170, 3.58304, 3.73053], [7.07561, 3.53050, 2.34392], [7.76504, 1.95865, 2.95459], [5.88046, 4.79991, 4.72917], [5.07909, 4.27519, 3.19071], [3.35730, 4.74586, 5.03633], [4.16158, 3.71853, 6.13915], [2.73446, 2.91119, 3.53748], [2.38512, 2.41172, 5.21599], [4.26387, 1.15520, 6.34394], [3.07946, 0.09182, 5.71954], [4.83003, -0.28852, 5.39550], [3.54839, -0.59900, 3.01674], [2.02757, 0.24654, 3.57952], [2.85914, 0.78910, 2.23476], [5.87430, 2.49048, 6.41802], [7.51190, 2.85336, 5.94126], [7.01132, 1.33078, 5.68716], [6.04074, 0.80949, 2.07104], [3.30709, -3.54287, -1.90626], [4.04395, -3.52379, -0.49305], [3.59248, -4.93218, 0.21644], [4.50494, -5.44641, 1.33268], [5.93830, -5.44975, 0.82708], [6.43303, -4.09149, 0.26806], [5.48589, -3.54204, -0.72346], [5.95158, -2.47956, -1.45949], [6.84348, -3.11578, 1.34951], [7.69742, -4.50945, -0.53299], [3.58177, -2.35740, 0.44247], [3.46587, -2.57710, -2.38601], [2.23065, -3.70543, -1.85187], [3.82419, -4.29542, -2.50156], [2.60802, -4.65576, 0.59396], [3.50284, -5.65650, -0.59315], [4.15436, -6.44281, 1.60169], [4.43168, -4.84304, 2.23748], [6.11407, -6.15759, 0.01704], [6.48215, -5.71929, 1.73244], [6.05406, -2.73435, 1.99715], [7.70526, -3.42565, 1.94061], [7.04250, -2.21242, 0.77295], [8.20886, -3.67485, -1.01254], [8.49958, -4.89824, 0.09428], [7.53045, -5.27518, -1.29054], [4.06911, -2.38515, 1.41705], [2.51682, -2.25585, 0.65147], [3.91191, -1.44201, -0.04863], [5.94681, -2.92707, -2.30879], [-0.34805, 5.06431, -4.51516], [0.71955, 5.68111, -3.59073], [1.45116, 6.82202, -4.37765], [0.72724, 8.18013, -4.53861], [0.20597, 8.58839, -3.13374], [-0.64594, 7.60479, -2.44442], [0.16490, 6.32488, -2.37423], [-0.27225, 5.38264, -1.54993], [-0.76241, 8.02051, -0.97613], [-2.08556, 7.48261, -3.12350], [1.82650, 4.59843, -3.22594], [-1.11293, 4.53794, -3.94421], [0.06722, 4.31588, -5.19008], [-0.87451, 5.80150, -5.12135], [2.41023, 7.04722, -3.91121], [1.50468, 6.44578, -5.39924], [-0.06116, 8.06245, -5.28203], [1.38384, 8.93059, -4.97883], [-0.37134, 9.50213, -3.27484], [1.02797, 8.96877, -2.52734], [-0.82815, 9.10487, -0.88695], [-1.60110, 7.66238, -0.37913], [0.21335, 7.88637, -0.50923], [-2.57485, 6.64196, -2.63154], [-2.51985, 8.46990, -2.96615], [-2.10497, 7.38812, -4.20922], [2.16601, 4.16556, -4.16693], [1.36167, 3.75693, -2.71221], [2.65914, 4.92787, -2.60442], [-0.99882, 4.90208, -1.95336], [-1.81804, 1.41265, -2.71396], [-1.87065, 0.04542, -1.91186], [-0.68446, -0.86263, -2.35121], [0.68977, -0.48233, -1.85804], [0.49661, -0.56475, -0.34379], [-0.51548, 0.40100, 0.19674], [-1.81438, 0.17052, -0.44450], [-2.94295, 0.85539, 0.02782], [-0.80635, 0.06342, 1.67479], [-0.08800, 1.87199, 0.08628], [-3.11706, -0.63781, -2.36210], [-1.88856, 1.22161, -3.78477], [-0.90756, 1.90704, -2.37531], [-2.55337, 2.18334, -2.48282], [-0.88380, -1.82059, -1.87092], [-0.61228, -0.91497, -3.43755], [1.04324, 0.43954, -2.31991], [1.31007, -1.29942, -2.22640], [1.47140, -0.27452, 0.04820], [0.20825, -1.59457, -0.13301], [-0.67029, -1.00264, 1.85670], [-0.10510, 0.56230, 2.34374], [-1.78052, 0.34764, 2.07269], [-0.93418, 2.51975, -0.14281], [0.39312, 2.24438, 0.99068], [0.76446, 2.12689, -0.54337], [-3.92258, 0.09630, -2.34414], [-3.48127, -1.48940, -1.78742], [-3.10168, -0.87770, -3.42527], [-3.44516, 0.09963, 0.34122], [4.57745, 2.24389, -0.17218], [5.81349, 2.05120, -1.03522], [6.57573, 3.42672, -1.18419], [7.98766, 3.27736, -1.75395], [8.83212, 2.31629, -0.93571], [8.21302, 0.93876, -0.88610], [6.79108, 1.15407, -0.35937], [6.11178, 0.02826, 0.08570], [8.14945, 0.11712, -2.17741], [9.01441, 0.14838, 0.16870], [5.47743, 1.69349, -2.54804], [3.80913, 1.49569, -0.36701], [3.94346, 3.08067, -0.46531], [4.76841, 2.42009, 0.88639], [5.98884, 4.04054, -1.86749], [6.76110, 3.90207, -0.22098], [8.33577, 4.31026, -1.74724], [7.89884, 3.14022, -2.83163], [8.93193, 2.79576, 0.03807], [9.84537, 2.24727, -1.33149], [7.19004, -0.39331, -2.26178], [8.44698, 0.65677, -3.07649], [8.86680, -0.70163, -2.23379], [8.61597, -0.85162, 0.33997], [10.08318, 0.15862, -0.04511], [9.01010, 0.70456, 1.10612], [6.23376, 1.88602, -3.30896], [4.56209, 2.23168, -2.79422], [5.16607, 0.65393, -2.65041], [6.06422, -0.46871, -0.73427]], "lowdin_charge": [-0.24, -0.05, -0.18, -0.10, -0.04, 0.13, 0.10, 0.09, 0.09, 0.09, 0.07, 0.05, -0.34, 0.00, -0.16, -0.04, -0.05, 0.12, 0.08, 0.07, 0.07, 0.09, 0.06, 0.07, -0.30, -0.03, -0.16, -0.03, -0.03, 0.13, 0.08, 0.08, 0.08, 0.07, 0.09, 0.06, -0.32, -0.02, -0.18, -0.10, -0.02, 0.13, 0.05, 0.10, 0.09, 0.09, 0.08, 0.09, -0.38, -0.01, -0.16, -0.05, -0.04, 0.12, 0.07, 0.06, 0.10, 0.09, 0.07, 0.09, -0.34, -0.03, -0.16, -0.04, -0.04, 0.12, 0.09, 0.08, 0.08, 0.09, 0.07, 0.09, -0.04, -0.44, -0.17, -0.19, -0.12, -0.48, -0.07, -0.04, -0.03, -0.04, -0.01, 0.07, 0.07, 0.07, 0.12, 0.10, 0.10, 0.10, 0.11, 0.11, 0.08, 0.08, 0.06, 0.09, 0.08, 0.06, 0.06, 0.08, 0.07, 0.05, -0.02, -0.38, -0.14, -0.19, -0.14, -0.48, -0.08, -0.04, -0.02, -0.05, -0.02, 0.05, 0.07, 0.07, 0.11, 0.11, 0.11, 0.10, 0.10, 0.12, 0.09, 0.06, 0.04, 0.09, 0.07, 0.08, 0.06, 0.08, 0.06, 0.05, -0.01, -0.43, -0.12, -0.17, -0.15, -0.54, -0.07, -0.02, -0.01, -0.02, -0.04, 0.07, 0.07, 0.06, 0.11, 0.11, 0.10, 0.11, 0.12, 0.12, 0.07, 0.07, 0.09, 0.05, 0.09, 0.07, 0.08, 0.07, 0.07, 0.06, -0.01, -0.45, -0.12, -0.16, -0.12, -0.44, -0.10, -0.04, -0.04, -0.01, -0.04, 0.07, 0.06, 0.06, 0.12, 0.11, 0.10, 0.10, 0.11, 0.10, 0.07, 0.06, 0.09, 0.07, 0.05, 0.06, 0.06, 0.07, 0.08, 0.05, -0.01, -0.41, -0.12, -0.18, -0.14, -0.48, -0.13, -0.02, -0.02, -0.04, -0.01, 0.05, 0.08, 0.08, 0.09, 0.10, 0.11, 0.11, 0.11, 0.12, 0.07, 0.10, 0.05, 0.07, 0.08, 0.08, 0.06, 0.07, 0.07, 0.12, -0.03, -0.45, -0.13, -0.15, -0.17, -0.48, -0.15, -0.02, -0.04, 0.00, -0.02, 0.07, 0.08, 0.07, 0.12, 0.11, 0.10, 0.11, 0.12, 0.13, 0.08, 0.08, 0.09, 0.07, 0.08, 0.06, 0.07, 0.05, 0.08, 0.08, 0.00, -0.46, -0.13, -0.16, -0.13, -0.46, -0.10, -0.01, -0.01, -0.01, -0.04, 0.06, 0.06, 0.07, 0.10, 0.11, 0.10, 0.10, 0.11, 0.12, 0.07, 0.06, 0.07, 0.08, 0.06, 0.07, 0.07, 0.09, 0.07, 0.10, -0.03, -0.44, -0.14, -0.20, -0.14, -0.46, -0.11, -0.04, -0.01, -0.02, -0.02, 0.07, 0.08, 0.08, 0.12, 0.11, 0.11, 0.10, 0.12, 0.12, 0.06, 0.08, 0.08, 0.07, 0.09, 0.07, 0.07, 0.07, 0.06, 0.05]}